52
Properties=species:S:1:pos:R:3:forces:R:3:nbo_charge:R:1 method="wB97M-V/def2-TZVPD" fmax_ev_per_a=0.1 de_lowest_kcal_mol=0.0 orbital_gap_ev=5.70 total_energy_ev=-84613.954 charge=+3 lumo_ev=-11.31
Ti 0.9878 -1.3621 0.2774 0.0 0.1 -0.1 1.576
C 1.1685 -2.0578 3.2261 0.0 -0.1 0.0 -0.245
C 1.9479 -0.7861 2.9718 0.0 0.0 0.0 -0.245
N 2.5773 -0.8719 1.6125 0.0 0.0 0.0 -0.650
C 3.2324 0.4113 1.2134 0.0 0.0 0.0 -0.267
C 2.1609 1.3508 0.7347 0.0 0.0 0.0 0.245
C 2.2673 2.7225 0.6846 0.0 0.0 0.0 -0.212
C 1.1833 3.4536 0.2050 0.0 0.0 0.0 -0.041
C 0.0154 2.8048 -0.1881 0.0 0.0 0.0 -0.212
C -0.0277 1.4312 -0.1109 0.0 0.0 0.0 0.246
C -1.1965 0.5704 -0.5018 0.0 0.0 0.0 -0.267
N -1.0563 -0.7409 0.2020 0.0 0.0 0.0 -0.648
C -1.5290 -0.6720 1.6229 0.0 0.0 0.0 -0.244
C -1.2038 -1.9859 2.3013 0.0 0.0 0.0 -0.243
N 0.2334 -2.3453 2.0924 0.0 0.0 0.0 -0.713
N 1.0338 0.7268 0.3355 0.0 -0.1 0.0 -0.588
H 0.6280 -1.9982 4.1712 0.0 0.0 0.0 0.257
H 1.8507 -2.9069 3.2999 0.0 0.0 0.0 0.242
H 2.7159 -0.6370 3.7324 0.0 0.0 0.0 0.265
H 1.3002 0.0927 2.9802 0.0 0.0 0.0 0.221
H 3.2942 -1.5995 1.6426 0.0 0.0 0.0 0.433
H 3.9398 0.2018 0.4083 0.0 0.0 0.0 0.268
H 3.7927 0.8333 2.0493 0.0 0.0 0.0 0.262
H 3.1696 3.2196 1.0155 0.0 0.0 0.0 0.275
H 1.2430 4.5337 0.1565 0.0 0.0 0.0 0.276
H -0.8414 3.3643 -0.5395 0.0 0.0 0.0 0.275
H -1.1851 0.3883 -1.5783 0.0 0.0 0.0 0.268
H -2.1489 1.0399 -0.2511 0.0 0.0 0.0 0.262
H -1.6351 -1.4264 -0.2873 0.0 0.0 0.0 0.432
H -2.6005 -0.4679 1.6535 0.0 0.0 0.0 0.264
H -1.0205 0.1676 2.1011 0.0 0.0 0.0 0.221
H -1.8007 -2.7897 1.8654 0.0 0.0 0.0 0.239
H -1.4454 -1.9439 3.3636 0.0 0.0 0.0 0.257
H 0.2583 -3.3592 1.9485 0.0 0.0 0.0 0.474
S 1.1602 -6.9097 -1.7847 0.0 0.0 0.0 0.233
C 1.2705 -5.3347 -1.5660 0.0 0.0 0.1 -0.200
S 1.7211 -4.1478 -2.8474 0.0 0.0 0.0 0.636
C 1.5770 -2.8922 -1.7403 0.0 0.0 0.1 -0.117
N 1.2241 -3.2503 -0.5059 0.0 0.0 -0.1 -0.425
N 1.0552 -4.6003 -0.4038 0.0 0.0 -0.1 -0.284
C 0.6815 -5.1824 0.8542 0.0 0.0 0.0 0.038
C -0.6517 -5.5027 1.0827 0.0 0.0 0.0 -0.182
C -1.0100 -6.0531 2.3064 0.0 0.0 0.0 -0.200
C -0.0400 -6.2831 3.2759 0.0 0.0 0.0 -0.164
C 1.2947 -5.9818 3.0246 0.0 0.0 0.0 -0.180
C 1.6659 -5.4335 1.8035 0.0 0.0 0.0 -0.237
S 1.7635 -1.1649 -1.8970 0.0 0.0 0.0 0.152
H -1.3838 -5.3614 0.2960 0.0 0.0 0.0 0.237
H -2.0390 -6.3304 2.4932 0.0 0.0 0.0 0.256
H -0.3180 -6.7306 4.2208 0.0 0.0 0.0 0.258
H 2.0510 -6.2066 3.7650 0.0 0.0 0.0 0.254
H 2.7085 -5.2449 1.5745 0.0 0.0 0.0 0.242